CH4NOP | ωB97M-V with the def2-TZVPD basis set

Element x y z (Å)
1 C 0.918 0.500 0.290
2 N 1.397 1.294 1.188
3 O -0.412 0.075 0.012
4 P -1.560 -0.721 -1.265
5 H 1.531 -0.073 -0.466
6 H 2.408 1.251 1.174
7 H -1.449 -2.015 -0.451
8 H -2.833 -0.311 -0.482

Properties
relative energy (zero: lowest compared OMol25 entry of this formula, charge and spin): 2.917 eV
SMILES: [H]/N=C/OP
LUMO: -0.20 eV
strongest force on any atom: 4.45 eV/A
total charge: 0

Formally, the natural (NBO) partial charges of the atoms, in units of the elementary charge, are as follows: atom 1 (C): 0.448, atom 2 (N): -0.685, atom 3 (O): -0.839, atom 4 (P): 0.629, atom 5 (H): 0.112, atom 6 (H): 0.358, atom 7 (H): -0.018, atom 8 (H): -0.006